A 2-piece molecular cluster, C29H24O2 overall, computed with wB97M-V/def2-TZVPD.

```
55
Properties=species:S:1:pos:R:3
C 4.70380 -0.39559 2.10009
C 3.40308 0.35187 1.97976
O 2.39872 -0.44500 2.63687
C 1.19017 0.19155 2.59551
C 0.11385 -0.68380 2.97300
C -1.20234 -0.41039 2.57968
C -1.65290 0.91058 2.24575
C -2.99020 1.15121 1.96541
C -3.93652 0.11568 2.02926
C -3.51884 -1.18631 2.33837
C -2.17657 -1.46179 2.55798
O 1.12840 1.38031 2.24988
H 5.50592 0.18645 1.64535
H 4.95720 -0.57499 3.14834
H 4.64704 -1.36525 1.59509
H 3.46087 1.33600 2.46864
H 3.11272 0.46776 0.92205
H 0.38482 -1.69294 3.23798
H -0.90271 1.70174 2.22141
H -3.30070 2.15421 1.66534
H -4.98142 0.30726 1.79694
H -4.23798 -2.00647 2.37435
H -1.82245 -2.47810 2.74699
C 0.32046 -1.09008 5.74133
C -0.69525 -2.11352 5.82531
C -2.04604 -1.77408 5.60035
C -3.03628 -2.74994 5.56815
C -2.71679 -4.07941 5.85906
C -1.39752 -4.42191 6.17722
C -0.39728 -3.45311 6.17084
C 1.74445 -1.32936 5.62689
C 2.43347 -0.12666 6.02204
C 3.79360 -0.13643 6.27978
C 4.51527 -1.30566 5.98853
C 3.86023 -2.46328 5.53982
C 2.47237 -2.48410 5.37037
C 1.43646 0.86705 6.36740
C 0.13623 0.26602 6.21216
C -0.97630 0.92073 6.73996
C -0.81838 2.18703 7.32036
C 0.45185 2.76281 7.45337
C 1.60101 2.07357 7.03099
H -2.30021 -0.74665 5.35427
H -4.05335 -2.45978 5.30290
H -3.50306 -4.83557 5.87348
H -1.14312 -5.44881 6.43283
H 0.62162 -3.72018 6.44160
H 4.25302 0.74987 6.72357
H 5.59497 -1.32004 6.15033
H 4.43748 -3.36740 5.33935
H 1.96610 -3.38091 5.01834
H -1.95562 0.45776 6.72795
H -1.69828 2.70856 7.69952
H 0.55675 3.73752 7.93030
H 2.61137 2.43670 7.22440
```

- Total charge: 0
- Multiplicity: 1
- Energy above the lowest of the compared OMol25 structures with the same formula, charge and spin: 0.0000 eV
- E: -34555.8972 eV

A 6-piece molecular cluster, C23H27BN4O9 overall, computed with wB97M-V/def2-TZVPD.

```
64
Properties=species:S:1:pos:R:3
N 0.54542 -0.13823 -0.07477
H -0.26435 -0.04322 0.55269
H 1.11802 0.73767 0.08809
H 0.20782 -0.18782 -1.05235
H 1.01400 -1.01917 0.22175
O -6.92691 -0.43608 -2.30496
C -6.27133 0.42561 -1.80713
O -5.01647 0.72743 -2.09303
B -4.54136 1.77496 -1.16108
O -5.70687 2.17654 -0.40667
C -6.74844 1.42428 -0.69139
O -7.82040 1.51533 -0.17028
O -3.45685 1.22174 -0.34800
C -2.40692 1.99422 -0.38615
O -1.38518 1.80345 0.22945
C -2.68318 3.08436 -1.48128
O -3.93088 2.92376 -1.86272
O -1.94031 3.95282 -1.83315
C -0.64230 -0.75465 4.73111
C -1.07214 -1.95826 3.91601
C -1.51276 -1.30578 2.62309
O -0.56805 -0.24354 2.43505
C -0.11255 0.25302 3.69506
H 0.11671 -1.01646 5.46833
H -1.49823 -0.30925 5.23606
H -1.85223 -2.58823 4.34915
H -0.27646 -2.68155 3.71015
H -2.50186 -0.82561 2.68418
H -1.65455 -1.85451 1.68873
H -0.61947 1.18205 3.95678
H 0.97169 0.32525 3.70038
N 2.26504 2.03405 0.43053
C 3.55175 1.67538 0.56411
C 4.57618 2.55811 0.84838
C 4.29369 3.90784 0.75490
C 2.98991 4.32682 0.55843
C 2.00125 3.34391 0.48602
H 3.71065 0.61539 0.39261
H 5.56709 2.16384 1.02240
H 5.13119 4.59397 0.68888
H 2.71381 5.36860 0.62385
H 0.99317 3.69978 0.66720
N 1.64199 -2.81381 0.25921
C 0.97220 -3.78325 0.86502
C 1.56884 -4.95743 1.28592
C 2.89921 -5.16817 1.03519
C 3.66992 -4.13014 0.45427
C 2.96934 -2.99526 0.10971
H -0.09443 -3.65589 1.01366
H 0.92437 -5.77522 1.58571
H 3.49734 -6.02327 1.32423
H 4.73393 -4.19832 0.29594
H 3.42511 -2.20688 -0.48370
N -0.21546 0.04649 -2.89151
C -0.10093 1.22659 -3.52942
C 0.41755 1.33333 -4.80279
C 0.67154 0.16333 -5.51853
C 0.52815 -1.05216 -4.86538
C 0.10158 -1.06847 -3.53533
H -0.40336 2.10757 -2.97723
H 0.65808 2.26072 -5.30438
H 0.95632 0.18565 -6.56076
H 0.65159 -1.95669 -5.44667
H 0.16982 -1.98652 -2.96356
```

- Total charge: 0
- Multiplicity: 1
- Energy above the lowest of the compared OMol25 structures with the same formula, charge and spin: 0.2491 eV
- E: -49357.8698 eV

C43H89F3N4O7Y as an isolated structure, computed with wB97M-V/def2-TZVPD.

```
147
Properties=species:S:1:pos:R:3
Y -0.03591 -4.02527 -1.27745
C -2.88918 -2.25076 4.13375
C -1.41170 -2.44962 3.80686
C -0.62632 -3.26789 4.89691
O -1.22629 -3.01240 2.56053
H -3.44564 -3.18660 4.08232
H -3.47189 -1.51674 3.57719
H -3.14466 -1.86252 5.11970
H -1.02777 -1.42949 3.79960
H -0.61868 -4.31812 4.60528
H -1.07708 -3.26186 5.88932
H 0.42850 -3.00085 4.83249
C -3.05556 -1.06463 -3.17703
O -2.68109 -0.46993 -1.93529
O -2.11221 -2.11230 -3.36826
C -4.51475 -1.48217 -3.20545
F -5.19062 -0.36951 -3.38806
F -4.83061 -2.28945 -4.17597
F -5.00031 -2.06634 -2.09489
C -3.38547 0.70529 -1.45711
C -2.72973 1.18255 -0.19673
H -1.64009 1.20839 -0.20783
H -3.10955 2.16203 0.09392
H -2.88087 0.44277 0.58938
H -4.35878 0.39633 -1.07590
H -3.52491 1.46659 -2.22462
H -2.92279 -0.37116 -4.00744
C 4.14561 0.76334 -1.93381
C 4.22902 -0.76819 -2.32850
C 5.75984 -0.98170 -2.65962
C 6.72147 -0.95763 -1.45708
C 6.29429 -2.15391 -0.50158
C 4.77617 -2.02318 -0.05480
N 3.76051 -1.65164 -1.14300
O 2.46759 -1.15382 -0.63087
C 4.37452 -3.46395 0.43472
C 4.56805 -1.15534 1.26834
C 3.34033 -0.94014 -3.52946
H 3.10328 1.05892 -1.81426
H 4.51466 1.36294 -2.76591
H 4.73611 0.90676 -1.02891
H 5.98571 -1.83877 -3.29406
H 6.04858 -0.22424 -3.38830
H 6.74254 0.03088 -0.99830
H 7.73163 -1.10627 -1.83863
H 6.97438 -2.11990 0.34955
H 6.54542 -3.00761 -1.13106
H 3.29486 -3.57054 0.53989
H 4.79215 -4.33109 -0.07688
H 4.61799 -3.66536 1.47791
H 5.29755 -1.47005 2.01459
H 4.94513 -0.13601 1.18551
H 3.52453 -1.00285 1.54384
H 3.53678 -0.25132 -4.35106
H 2.30702 -0.66893 -3.31308
H 3.19423 -1.94327 -3.93006
H 2.76647 -0.43469 -0.06951
C -3.52537 -8.76154 1.51823
C -2.33026 -8.89927 0.46883
C -2.06740 -10.50233 0.18450
C -2.91894 -11.09380 -0.81532
C -2.85355 -10.34287 -2.18287
C -3.18386 -8.82645 -2.06225
N -2.49300 -8.21255 -0.90818
O -2.72265 -6.88702 -0.84930
C -2.63113 -8.15674 -3.32661
C -4.75483 -8.68893 -2.00381
C -0.96504 -8.45285 1.04935
H -3.74217 -7.79098 1.96444
H -3.43234 -9.46242 2.34782
H -4.43325 -9.04191 0.98415
H -1.07539 -10.60593 -0.25513
H -1.96974 -11.20885 1.00875
H -3.88793 -11.16831 -0.32176
H -2.61784 -12.11817 -1.03467
H -3.57826 -10.81196 -2.84833
H -1.89663 -10.40262 -2.70137
H -1.54829 -8.23731 -3.42183
H -3.11174 -8.60447 -4.19647
H -2.88985 -7.09789 -3.32546
H -5.05325 -7.64344 -1.92635
H -5.22170 -9.19986 -2.84587
H -5.14031 -9.11951 -1.07963
H -0.92000 -8.52574 2.13598
H -0.85076 -7.37402 0.94365
H -0.12767 -9.04885 0.68646
H -3.66898 -6.78428 -0.72481
C 0.58893 4.28491 -7.02766
C -0.14437 5.67585 -7.06585
C -1.59433 5.44740 -7.53813
C -2.60780 4.98510 -6.32192
C -2.40781 5.99695 -5.19808
C -0.85015 6.31098 -4.71035
N 0.07763 6.40257 -5.83632
O 1.39883 6.78224 -5.47341
C -0.95909 7.70397 -4.07568
C -0.41524 5.21579 -3.75387
C 0.33435 6.67703 -8.20627
H 1.11381 3.99465 -7.93780
H 0.07613 3.43720 -6.57322
H 1.48826 4.35263 -6.41552
H -2.15159 6.26617 -7.99330
H -1.58814 4.73274 -8.36113
H -2.20884 4.01010 -6.04208
H -3.63778 4.83534 -6.64568
H -2.92862 5.50580 -4.37611
H -2.88052 6.91834 -5.53820
H -1.76099 7.84588 -3.35117
H -0.07893 8.04419 -3.53010
H -1.20545 8.44535 -4.83579
H -0.32183 4.19889 -4.13504
H 0.57607 5.52768 -3.42504
H -1.11251 5.16593 -2.91754
H 1.40431 6.88494 -8.21301
H -0.20394 7.62482 -8.21185
H 0.06921 6.44366 -9.23745
H 1.41700 7.71375 -5.70481
C -0.30097 3.98582 6.59884
C 0.14057 5.46518 6.43245
C -0.64114 6.25922 7.58462
C 0.09524 6.11561 8.95624
C 1.46998 6.62177 8.76818
C 2.39903 5.80134 7.83290
N 1.62113 5.57990 6.60847
O 2.40744 4.87906 5.70300
C 3.68890 6.68504 7.47174
C 2.86809 4.54226 8.58199
C -0.28760 5.97847 5.01502
H 0.40467 3.20725 6.30897
H -0.48226 3.67900 7.62893
H -1.12193 3.68226 5.94925
H -0.88247 7.29906 7.36417
H -1.64775 5.87624 7.75247
H -0.29870 6.61042 9.84398
H 0.34694 5.13232 9.35357
H 1.95005 6.71134 9.74265
H 1.37406 7.56894 8.23738
H 4.32030 6.02668 6.87508
H 4.33745 6.85567 8.33102
H 3.51131 7.63497 6.96759
H 3.71991 4.14322 8.03128
H 2.07534 3.81411 8.75352
H 3.26664 4.78797 9.56631
H -0.05791 7.03601 4.88486
H 0.02305 5.39637 4.14740
H -1.36854 5.90038 5.13154
H 2.58204 5.50478 4.99617
```

- Total charge: +1
- Multiplicity: 1
- Energy above the lowest of the compared OMol25 structures with the same formula, charge and spin: 16.7599 eV
- E: -75495.9892 eV